Formula: C19H23ClN2O2
Source: the Open Molecules 2025 dataset
Level of theory: wB97M-V/def2-TZVPD

XYZ file:
```
47
Properties=species:S:1:pos:R:3:forces:R:3
C -0.336 4.988 -0.342 0.238 -0.360 1.324
C -0.014 4.448 0.702 -0.474 0.998 -1.949
C 0.597 3.851 1.890 0.538 0.108 0.594
C -0.088 4.326 3.190 0.005 0.898 -0.204
C 2.036 4.458 2.025 -0.047 -0.464 0.110
N 0.620 2.354 1.809 1.040 -0.319 -0.147
C 1.524 1.774 0.735 -1.092 -0.029 0.240
C 0.875 0.567 -0.027 -0.387 1.957 0.892
N 0.344 -0.438 0.889 1.642 -0.039 -1.816
C 0.636 -1.778 0.713 -0.419 0.373 1.416
O 0.020 -2.592 1.376 -0.759 -0.645 0.373
C 1.798 -2.344 -0.094 1.041 1.842 -0.465
C 1.395 -3.280 -1.226 -1.530 -1.019 1.713
C 0.483 -2.641 -2.240 1.871 1.727 -1.831
O 0.931 -1.671 -2.881 -1.157 -1.555 1.128
C -0.815 -3.259 -2.582 -0.047 -0.071 0.051
C -1.161 -3.472 -3.907 -0.762 0.269 0.039
C -2.428 -3.986 -4.221 0.660 0.333 0.073
C -3.344 -4.286 -3.224 0.680 -0.099 1.091
Cl -4.886 -5.012 -3.654 0.541 0.416 0.286
C -2.971 -4.084 -1.862 -0.080 -0.053 -0.950
C -1.697 -3.595 -1.564 -1.002 -0.189 -0.733
C -0.498 0.057 1.975 0.081 0.295 0.329
C -0.647 1.618 2.020 0.252 0.202 -0.829
H -0.626 5.584 -1.190 0.054 -0.437 0.281
H 0.334 3.758 4.023 -0.186 0.065 -0.033
H -1.156 4.190 3.106 -0.376 -0.146 0.299
H 0.085 5.435 3.374 -0.110 -1.436 -0.383
H 2.081 5.556 2.117 -0.661 -0.440 0.052
H 2.652 4.252 1.162 0.278 -0.424 -0.154
H 2.453 4.026 2.942 0.233 0.035 -0.300
H 2.435 1.441 1.219 0.281 -0.072 0.062
H 1.798 2.524 -0.033 -0.288 -0.207 0.402
H 0.053 1.010 -0.610 0.110 -0.326 -0.091
H 1.618 0.202 -0.719 -0.080 -0.403 -0.072
H 2.460 -2.851 0.620 -0.489 -0.106 -0.043
H 2.437 -1.528 -0.485 -0.376 -0.446 -0.082
H 2.280 -3.613 -1.720 0.606 -0.186 -0.575
H 0.907 -4.190 -0.781 0.393 0.806 -0.391
H -0.485 -3.156 -4.696 -0.071 -0.167 0.096
H -2.654 -4.090 -5.265 -0.356 -0.250 -0.213
H -3.664 -4.292 -1.055 -0.010 -0.070 -0.182
H -1.423 -3.394 -0.553 0.112 -0.064 0.695
H -1.508 -0.367 1.880 0.258 0.047 0.224
H -0.037 -0.285 2.910 -0.299 -0.019 -0.073
H -1.370 1.915 1.220 0.034 -0.134 0.661
H -1.041 1.873 3.032 0.110 -0.197 -0.914
```
Forces are in eV/Å.

Properties
* total energy: -1457.90012 Ha
* HOMO: -8.51 eV
* largest force on an atom: 3.1 eV/A
* lowest unoccupied orbital energy: 0.2 eV
* 2S+1: 1
* SMILES: C#CC(C)(C)N1CCN(C(=O)CCC(=O)c2ccc(Cl)cc2)CC1
* orbital gap: 0.319 Eh
* total charge: 0
* energy above the lowest of the compared OMol25 structures with the same formula, charge and spin: 74.39 kcal per mole

natural (NBO) atomic charge list, values in e, 8 entries:
1. C -0.24
2. C -0.04
3. C 0.04
4. C -0.60
5. C -0.59
6. N -0.46
7. C -0.22
8. C -0.23



Formula: C19H23ClN2O5
Source: the Open Molecules 2025 dataset
Level of theory: wB97M-V/def2-TZVPD

XYZ file:
```
50
Properties=species:S:1:pos:R:3:forces:R:3
C -4.843 -1.958 0.199 0.026 0.099 0.110
C -4.097 -0.702 0.656 -0.085 -0.087 -0.128
C -3.060 -0.307 -0.350 -0.208 0.569 -0.250
C -3.286 0.698 -1.225 -0.038 -0.351 0.374
C -2.332 1.102 -2.235 -0.177 0.457 -0.327
O -2.476 2.001 -3.023 0.086 -0.308 0.236
O -1.154 0.388 -2.284 0.147 0.107 -0.236
C -0.890 -0.610 -1.419 0.007 -0.651 0.704
C 0.364 -1.210 -1.536 -0.018 0.032 -0.099
C 0.749 -2.200 -0.648 -0.416 0.068 0.127
O 1.963 -2.796 -0.619 -0.152 0.018 0.202
C 2.901 -2.482 -1.626 0.235 0.084 -0.458
C 3.408 -1.032 -1.607 -0.180 -0.463 0.383
O 3.832 -0.504 -2.610 0.057 0.047 -0.399
N 3.362 -0.443 -0.396 0.038 -0.093 0.388
C 3.657 0.964 -0.230 -0.145 0.251 -0.170
C 2.387 1.829 -0.156 0.159 0.016 -0.008
N 2.070 2.241 1.201 0.113 0.121 0.026
C 1.761 1.176 2.142 -0.378 -0.058 -0.019
C 0.364 0.585 1.921 0.332 -0.122 0.025
O -0.636 1.580 1.984 -0.035 0.050 0.134
C -0.386 2.618 1.056 0.157 0.271 -0.084
C 1.005 3.232 1.266 -0.301 -0.116 0.033
C -0.169 -2.609 0.341 0.158 -0.009 -0.105
Cl 0.318 -3.836 1.452 -0.031 -0.113 0.164
C -1.412 -2.036 0.442 0.189 0.149 -0.263
C -1.802 -1.009 -0.428 0.507 0.025 -0.365
H -4.159 -2.791 0.056 0.012 -0.119 -0.029
H -5.351 -1.769 -0.744 -0.043 -0.026 -0.080
H -5.586 -2.240 0.940 -0.070 -0.084 0.036
H -4.810 0.115 0.770 0.078 0.019 0.066
H -3.627 -0.877 1.625 -0.016 0.072 0.055
H -4.202 1.267 -1.209 -0.068 0.054 0.010
H 1.018 -0.856 -2.317 0.090 0.047 -0.098
H 3.749 -3.148 -1.443 -0.113 0.107 -0.067
H 2.504 -2.694 -2.625 0.038 0.096 0.127
H 2.969 -0.954 0.379 0.013 -0.062 -0.160
H 4.261 1.117 0.666 0.008 0.025 -0.062
H 4.239 1.247 -1.108 -0.006 0.014 0.177
H 2.560 2.750 -0.718 -0.052 -0.037 -0.041
H 1.571 1.286 -0.659 0.065 0.050 -0.050
H 2.514 0.391 2.081 0.071 -0.053 0.077
H 1.804 1.615 3.144 0.028 -0.129 0.021
H 0.118 -0.140 2.698 0.064 -0.058 -0.059
H 0.325 0.084 0.942 -0.010 0.004 0.070
H -1.166 3.363 1.222 0.036 0.011 -0.097
H -0.480 2.233 0.029 -0.025 0.008 0.029
H 1.185 4.007 0.521 0.000 0.053 0.005
H 1.044 3.684 2.261 -0.073 0.071 -0.041
H -2.076 -2.372 1.220 -0.078 -0.056 0.115
```
Forces are in eV/Å.

Properties
* total energy: -1683.72974 Ha
* HOMO: -8.43 eV
* largest force on an atom: 1.0 eV/A
* lowest unoccupied orbital energy: -0.1 eV
* 2S+1: 1
* SMILES: CCc1cc(=O)oc2cc(OCC(=O)NCCN3CCOCC3)c(Cl)cc12
* orbital gap: 0.304 Eh
* total charge: 0
* energy above the lowest of the compared OMol25 structures with the same formula, charge and spin: 11.33 kcal per mole

natural (NBO) atomic charge list, values in e, 8 entries:
1. C -0.60
2. C -0.44
3. C 0.12
4. C -0.34
5. C 0.74
6. O -0.56
7. O -0.47
8. C 0.43



Formula: C19H23FN4O4
Source: the Open Molecules 2025 dataset
Level of theory: wB97M-V/def2-TZVPD

XYZ file:
```
51
Properties=species:S:1:pos:R:3:forces:R:3
C 1.361 -6.228 2.000 0.081 -0.129 -0.167
O 0.846 -5.374 2.993 -0.113 0.216 0.207
C 0.608 -4.075 2.675 -0.115 0.295 0.090
C 0.825 -3.500 1.426 0.123 -0.344 -0.110
C 0.546 -2.161 1.222 -0.069 0.045 0.321
C 0.049 -1.350 2.232 -0.020 0.070 0.297
C -0.267 0.097 1.974 0.075 -0.046 0.058
N -1.422 0.197 1.088 0.074 0.042 0.078
C -2.668 -0.165 1.719 -0.325 0.082 0.198
C -3.310 1.036 2.424 0.355 -0.426 0.066
N -3.591 2.015 1.402 -0.383 0.145 0.190
C -2.834 2.143 0.296 -0.055 0.055 0.012
O -3.180 2.835 -0.643 0.028 0.165 -0.229
C -1.474 1.446 0.337 0.305 -0.002 -0.616
C -0.979 1.219 -1.099 -0.133 0.426 0.312
C 0.512 1.417 -1.238 -0.219 -0.253 -0.245
O 1.232 1.754 -0.314 0.167 0.242 0.390
N 1.016 1.184 -2.476 0.355 -0.086 -0.073
C 0.204 0.861 -3.626 -0.358 -0.071 -0.088
C 2.433 1.407 -2.706 0.069 0.000 0.089
C 2.654 2.638 -3.517 -0.007 0.813 0.335
C 2.565 3.968 -3.213 0.074 -0.723 -0.145
C 2.837 4.606 -4.443 -0.040 -0.509 0.121
N 3.062 3.731 -5.382 0.175 0.891 -0.867
O 2.947 2.507 -4.823 -0.094 -0.624 0.552
C -0.164 -1.952 3.466 0.159 -0.138 -0.243
F -0.662 -1.214 4.487 0.024 -0.058 -0.101
C 0.106 -3.282 3.706 0.016 -0.098 -0.004
H 0.673 -6.320 1.153 0.034 0.016 0.026
H 1.473 -7.200 2.478 0.010 0.051 -0.080
H 2.337 -5.886 1.642 -0.044 -0.005 0.003
H 1.213 -4.085 0.607 0.042 -0.081 -0.056
H 0.719 -1.720 0.253 0.014 0.053 -0.157
H -0.424 0.622 2.928 0.071 0.021 -0.086
H 0.580 0.558 1.461 -0.099 0.027 0.130
H -3.358 -0.521 0.945 -0.073 -0.037 0.161
H -2.488 -0.978 2.422 -0.017 -0.033 -0.038
H -2.617 1.443 3.171 -0.111 -0.096 0.048
H -4.235 0.754 2.928 0.038 0.038 -0.031
H -4.477 2.498 1.400 0.125 0.012 -0.102
H -0.808 2.190 0.802 -0.111 -0.080 -0.036
H -1.495 1.934 -1.748 0.072 -0.086 -0.078
H -1.251 0.209 -1.410 -0.042 0.012 -0.038
H -0.549 1.630 -3.813 0.028 -0.046 -0.081
H -0.304 -0.097 -3.491 -0.009 0.019 -0.084
H 0.846 0.791 -4.501 -0.035 0.005 0.011
H 2.865 0.546 -3.226 0.004 0.062 0.080
H 2.895 1.523 -1.721 0.004 -0.065 -0.262
H 2.345 4.411 -2.266 -0.053 0.052 0.254
H 2.874 5.654 -4.662 0.036 0.218 -0.148
H -0.068 -3.712 4.679 -0.032 -0.037 0.135
```
Forces are in eV/Å.

Properties
* total energy: -1357.63184 Ha
* HOMO: -8.46 eV
* largest force on an atom: 1.3 eV/A
* lowest unoccupied orbital energy: 0.6 eV
* 2S+1: 1
* SMILES: COc1ccc(CN2CCNC(=O)[C@@H]2CC(=O)N(C)Cc2ccno2)c(F)c1
* orbital gap: 0.333 Eh
* total charge: 0
* energy above the lowest of the compared OMol25 structures with the same formula, charge and spin: 4.78 kcal per mole

natural (NBO) atomic charge list, values in e, 8 entries:
1. C -0.25
2. O -0.49
3. C 0.31
4. C -0.28
5. C -0.16
6. C -0.14
7. C -0.25
8. N -0.45



Formula: C19H23FN4O4
Source: the Open Molecules 2025 dataset
Level of theory: wB97M-V/def2-TZVPD

XYZ file:
```
51
Properties=species:S:1:pos:R:3:forces:R:3
C 2.339 -5.745 -0.819 0.193 -0.014 -0.085
O 1.064 -5.580 -0.247 -0.285 0.080 0.125
C 0.578 -4.317 -0.100 -0.243 0.171 0.087
C 1.245 -3.151 -0.465 0.256 -0.243 -0.089
C 0.652 -1.918 -0.267 -0.211 -0.130 0.144
C -0.612 -1.800 0.296 -0.246 -0.118 0.208
C -1.241 -0.444 0.475 -0.003 -0.119 0.078
N -1.390 0.183 -0.825 -0.002 0.059 0.144
C -2.448 -0.349 -1.643 -0.346 0.063 -0.031
C -3.798 0.286 -1.290 0.314 -0.455 0.088
N -3.665 1.715 -1.454 -0.448 -0.003 -0.111
C -2.515 2.398 -1.323 0.021 0.028 0.104
O -2.456 3.598 -1.530 0.123 0.297 -0.004
C -1.277 1.622 -0.876 0.270 0.257 -0.273
C -0.087 2.015 -1.791 -0.114 0.109 0.024
C 1.195 1.963 -0.995 -0.206 0.065 -0.443
O 1.993 1.049 -1.120 0.155 -0.344 0.006
N 1.419 2.970 -0.114 0.361 0.184 0.330
C 0.547 4.083 0.178 -0.162 0.228 0.028
C 2.519 2.796 0.809 0.072 -0.155 -0.332
C 2.100 2.069 2.045 -0.105 -0.320 0.568
C 2.928 1.645 3.119 -0.465 -0.232 0.334
C 2.061 1.019 3.960 0.605 0.381 -0.466
O 0.828 1.060 3.452 -0.010 -0.352 0.641
N 0.861 1.713 2.266 -0.052 0.558 -1.052
C -1.260 -2.978 0.642 0.281 0.033 -0.075
F -2.505 -2.920 1.178 0.111 -0.005 -0.063
C -0.695 -4.222 0.461 0.047 -0.092 -0.025
H 2.514 -6.819 -0.841 0.035 0.085 -0.020
H 2.376 -5.351 -1.840 0.006 -0.001 0.044
H 3.115 -5.264 -0.215 -0.029 -0.005 -0.034
H 2.228 -3.189 -0.906 0.108 -0.039 -0.043
H 1.173 -1.020 -0.562 0.064 0.116 -0.067
H -2.195 -0.539 1.017 0.113 0.051 0.033
H -0.569 0.175 1.073 -0.143 -0.012 -0.024
H -2.219 -0.130 -2.692 -0.094 -0.094 -0.047
H -2.488 -1.431 -1.515 0.019 -0.009 -0.056
H -4.067 0.040 -0.254 -0.030 -0.069 -0.124
H -4.589 -0.081 -1.947 0.045 0.023 0.038
H -4.479 2.258 -1.703 0.171 0.064 0.049
H -1.068 1.993 0.135 -0.099 -0.019 -0.062
H -0.255 2.999 -2.225 0.046 0.012 0.042
H -0.010 1.278 -2.591 0.033 0.054 0.074
H -0.276 4.153 -0.525 -0.026 -0.001 -0.020
H 0.136 3.982 1.185 -0.051 0.041 -0.021
H 1.125 5.010 0.130 -0.064 0.003 -0.007
H 2.937 3.772 1.075 -0.056 -0.074 -0.038
H 3.291 2.205 0.305 -0.078 0.167 0.140
H 3.981 1.785 3.229 0.255 -0.011 0.083
H 2.183 0.526 4.903 -0.050 -0.106 0.159
H -1.227 -5.115 0.745 -0.088 -0.105 0.041
```
Forces are in eV/Å.

Properties
* total energy: -1357.63736 Ha
* HOMO: -8.10 eV
* largest force on an atom: 1.2 eV/A
* lowest unoccupied orbital energy: 0.8 eV
* 2S+1: 1
* SMILES: COc1ccc(CN2CCNC(=O)[C@@H]2CC(=O)N(C)Cc2ccon2)c(F)c1
* orbital gap: 0.327 Eh
* total charge: 0
* energy above the lowest of the compared OMol25 structures with the same formula, charge and spin: 1.32 kcal per mole

natural (NBO) atomic charge list, values in e, 8 entries:
1. C -0.25
2. O -0.49
3. C 0.33
4. C -0.31
5. C -0.18
6. C -0.08
7. C -0.25
8. N -0.46